1.
37
Properties=species:S:1:pos:R:3 method="wB97M-V/def2-TZVPD" total_charge=-3 multiplicity=2 s_squared=1.77 e_tot_ha=-1659.4818
N -3.0391 -1.7012 2.9288
N 2.7108 2.2983 -3.0850
C 1.5112 2.4118 -2.6757
O 1.3724 -3.9063 0.3810
H -0.4123 -2.6972 1.7222
N 1.0432 3.4614 -3.2838
C -2.6592 1.9309 -1.2602
H 3.0464 1.3538 -2.9615
C -1.0466 -2.1898 -2.8226
H 3.3092 2.9087 -3.6229
H 0.0532 3.5250 -3.4734
O 0.0378 -1.7251 -2.5845
O -1.8596 1.9707 -0.3295
N -1.1904 -2.6329 2.3629
H 0.8775 2.8916 2.7462
N 1.5391 -0.0559 2.6389
Pb -0.6199 -0.1207 -0.7297
O -1.9514 -1.0506 1.1071
H 2.0032 0.0793 3.5257
O -3.6325 2.6927 -1.3608
H -1.2166 -3.2745 3.1425
H -3.2093 -2.6233 3.3041
O 0.3548 1.1510 1.1793
N 1.4340 2.0556 2.8530
C -2.0836 -1.7440 2.0666
C 1.8095 -2.8139 0.4623
H 1.0916 -0.8716 2.2458
O 0.8297 1.6015 -2.1131
H 1.6831 4.1379 -3.6750
H -3.6262 -0.8793 2.9253
O -2.3509 1.2050 -2.2289
H 1.9985 2.0390 3.6903
O 2.3880 -2.7598 -0.6072
O -1.3919 -2.3734 -1.6898
C 1.0906 1.0319 2.1345
O 0.8567 -2.0217 0.2749
O -0.7505 -3.3047 -3.1880



2.
20
Properties=species:S:1:pos:R:3 method="wB97M-V/def2-TZVPD" total_charge=-1 relative_energy_ev=4.468 smiles="C=CC[C@H](C)NC[O-]"
H -2.2656 -1.1311 -2.5715
H -2.0570 -0.2783 -0.4163
H -0.2465 1.6221 0.2747
H -1.1334 0.5391 1.3892
N -1.2387 -0.2339 -1.0190
H -0.4757 -1.4231 -2.5573
H 2.0402 2.4527 2.0587
H 0.6593 -0.0594 2.8084
C -0.0835 -0.3986 -0.1633
H 0.2779 2.6605 2.3576
C 1.0762 1.9383 2.1256
O -1.5996 -2.5969 -1.3128
C 0.9609 0.5601 1.9935
C -1.3957 -1.4508 -1.9424
H 1.3778 -1.3610 -1.3820
C 1.2100 -0.3711 -0.9631
C -0.1587 0.7445 0.9240
H -0.2050 -1.3367 0.3736
H 1.9987 -0.2388 -0.2215
H 1.2585 0.3626 -1.7562



3.
20
Properties=species:S:1:pos:R:3 method="wB97M-V/def2-TZVPD" total_charge=+1 relative_energy_ev=4.496
H -4.9199 -1.5542 1.0731
C 1.8059 -0.1276 -0.2891
H -5.2349 -1.6590 -0.5261
H -0.1252 -0.4953 0.6025
H 0.6837 0.3366 1.6282
H 5.2043 -0.2260 -0.2364
H 4.4167 -1.7154 -0.2409
C -1.4496 1.5130 -0.1893
H -5.7146 -2.8867 0.4520
H 0.5529 2.4028 -0.2917
C 4.2935 -0.6944 -0.5854
H 4.0478 -0.5427 -1.6242
H 1.5560 -0.3757 -1.3073
O -2.1933 0.5995 0.0843
C 0.6397 0.3195 0.5264
N -4.9751 -2.1953 0.2918
C 3.0990 -0.1143 0.1222
H -1.8918 2.4323 -0.6028
C -0.0029 1.5094 -0.0145
H 3.3220 0.5021 0.9914



4.
20
Properties=species:S:1:pos:R:3 method="wB97M-V/def2-TZVPD" total_charge=+1 relative_energy_ev=1.816 smiles="C=[NH+]C(=C)CCCO"
C 0.3455 -1.0495 1.7625
O -0.0194 0.3066 2.0605
H -1.3698 -0.9750 0.6163
C -0.4617 -1.5748 0.5603
C 0.2215 0.2839 -1.3168
H 1.4217 -0.9722 1.6493
H -1.4588 2.5340 0.4901
H -1.7409 0.9358 -1.4832
H 0.2233 -1.6674 2.6823
C 0.2557 -1.1465 -0.7982
H -0.1705 -1.8361 -1.5428
H 1.3275 -1.3322 -0.6717
H 0.2822 2.3832 0.2722
H 2.0346 0.3292 -2.2803
H -0.7680 -2.6092 0.4907
C 1.1886 0.9343 -2.0006
C -0.6865 2.0406 -0.0678
N -0.8983 1.1361 -0.9407
H -0.7672 0.2869 2.6635
H 1.0407 1.9921 -2.1454